Entry 1:
C10H12O2S2 | ωB97M-V/def2-TZVPD

XYZ file:
```
26
Properties=species:S:1:pos:R:3:mulliken_charge:R:1
C 2.867 0.715 0.055 -0.46
C 1.866 1.029 -0.841 -0.42
C 2.639 0.883 1.398 -0.53
C 0.732 1.790 -0.435 -0.54
C 1.394 1.218 1.825 -0.55
C 0.429 1.779 0.930 0.47
C -0.562 -1.629 -0.334 1.06
C 0.169 -2.862 0.147 -1.40
C -2.619 0.405 -1.719 -0.71
C -1.842 -1.377 0.353 -0.55
O -0.186 -0.963 -1.295 -0.61
O -2.171 1.737 0.382 -0.35
S -2.927 -0.106 0.039 0.15
S -1.210 2.144 1.549 -0.02
H 3.847 0.265 -0.113 0.31
H 2.071 0.766 -1.792 0.55
H 3.319 0.657 2.109 0.49
H -0.025 2.151 -1.125 0.46
H 1.234 1.066 2.942 0.26
H -0.106 -3.736 -0.621 0.26
H 1.212 -2.711 0.178 0.38
H -0.011 -3.019 1.122 0.47
H -3.398 -0.075 -2.236 0.39
H -1.636 0.234 -1.829 0.17
H -2.884 1.444 -1.912 0.35
H -2.202 -1.805 1.226 0.37
```

Values from the calculation:
Energy above the lowest of the compared OMol25 structures with the same formula, charge and spin ... 34.3 kcal per mole
Calculated total energy ... -1334.94583 a.u.
HOMO level (alpha / beta) ... -7.5 / -7.5 eV

***

Entry 2:
C10H12O3S | ωB97M-V/def2-TZVPD

XYZ file:
```
26
Properties=species:S:1:pos:R:3:mulliken_charge:R:1
C 3.530 -0.010 -0.268 -0.20
C 2.968 -0.343 0.938 -0.39
C 2.764 -0.149 -1.411 -0.78
C 1.680 -0.933 1.075 -0.60
C 1.419 -0.485 -1.277 -0.50
C 0.939 -0.984 -0.101 0.40
C -2.134 0.543 -0.888 -0.34
C -1.787 -0.218 0.312 1.23
C -2.260 2.097 -0.873 -1.08
C -1.507 0.243 1.734 -1.91
O -1.174 -2.166 -1.378 -0.66
O -0.727 -2.574 1.099 -0.70
O -3.077 -0.194 -0.100 -0.54
S -0.757 -1.667 -0.050 1.09
H 4.618 0.330 -0.141 0.27
H 3.657 -0.121 1.858 0.21
H 3.116 0.098 -2.356 0.46
H 1.163 -1.425 1.856 0.60
H 0.808 -0.536 -2.068 0.59
H -1.795 0.246 -1.903 0.47
H -2.538 2.598 0.149 0.27
H -3.079 2.195 -1.649 0.32
H -1.232 2.342 -1.164 0.31
H -1.724 -0.511 2.449 0.44
H -2.228 0.869 2.131 0.62
H -0.643 0.758 2.027 0.43
```

Values from the calculation:
Energy above the lowest of the compared OMol25 structures with the same formula, charge and spin ... 22.6 kcal per mole
Calculated total energy ... -1012.03138 a.u.
HOMO level ... -10.0 eV

***

Entry 3:
C10H12OSe | ωB97M-V/def2-TZVPD

XYZ file:
```
24
Properties=species:S:1:pos:R:3:mulliken_charge:R:1
C -3.404 -0.619 -0.113 -0.20
C -3.005 -0.003 1.063 -0.62
C -2.671 -0.396 -1.276 -0.62
C -1.831 0.778 1.119 -0.33
C -1.666 0.535 -1.307 -0.26
C -1.180 1.108 -0.076 -0.11
C 1.545 -0.043 1.415 -0.22
C 1.434 -1.064 -0.705 -1.11
C 3.505 0.454 -0.246 -1.19
C 2.171 -0.129 0.129 0.76
O 0.640 -0.744 1.956 -0.55
Se 0.489 2.076 -0.077 0.02
H -4.244 -1.380 -0.112 0.30
H -3.360 -0.381 2.008 0.30
H -3.016 -0.808 -2.142 0.51
H -1.424 1.125 1.948 0.67
H -1.103 0.906 -2.192 0.36
H 1.972 0.726 2.117 0.34
H 1.315 -0.946 -1.740 0.39
H 1.878 -1.985 -0.463 0.39
H 0.351 -1.211 -0.224 0.20
H 4.143 -0.076 -0.972 0.35
H 3.477 1.448 -0.773 0.25
H 3.984 0.627 0.665 0.37
```

Values from the calculation:
Energy above the lowest of the compared OMol25 structures with the same formula, charge and spin ... 26.4 kcal per mole
Calculated total energy ... -2864.79110 a.u.
HOMO level ... -8.4 eV

***

Entry 4:
C10H12Se | ωB97M-V/def2-TZVPD

XYZ file:
```
23
Properties=species:S:1:pos:R:3:mulliken_charge:R:1
C 0.047 2.895 0.063 -0.76
C 1.398 3.180 0.019 -0.52
C -0.372 1.577 0.101 -0.29
C 2.313 2.146 0.006 -0.42
C 0.530 0.521 0.112 0.31
C 1.896 0.821 0.052 -0.14
C 0.932 -1.886 0.729 -1.66
C 0.017 -0.917 0.076 2.37
C -1.323 -1.047 0.832 -1.98
C -0.182 -1.301 -1.400 -1.62
Se 3.222 -0.550 0.006 -0.03
H -0.684 3.691 0.064 0.40
H 1.735 4.206 0.000 0.38
H -1.430 1.372 0.117 0.27
H 3.370 2.366 -0.049 0.39
H 1.100 -1.817 1.790 0.43
H 1.061 -2.850 0.272 0.39
H -1.529 -2.097 1.035 0.44
H -2.135 -0.666 0.220 0.43
H -1.291 -0.511 1.776 0.46
H 0.781 -1.522 -1.851 0.39
H -0.645 -0.484 -1.949 0.38
H -0.815 -2.183 -1.476 0.40
```

Values from the calculation:
Energy above the lowest of the compared OMol25 structures with the same formula, charge and spin ... 0.0 kcal per mole
Calculated total energy ... -2789.57390 a.u.
HOMO level (alpha / beta) ... -6.6 / -8.7 eV
Multiplicity ... 3

***

Entry 5:
C10H13BrN2Si | ωB97M-V/def2-TZVPD

XYZ file:
```
27
Properties=species:S:1:pos:R:3:mulliken_charge:R:1
C -3.978 -1.769 -0.016 -0.45
C -2.847 -2.477 0.228 -0.34
C -3.874 -0.401 -0.260 -0.34
C -1.460 -0.440 -0.184 0.40
C -1.602 -1.804 0.171 0.04
C -2.641 0.286 -0.313 0.16
C 0.515 -0.393 0.087 0.25
C 2.293 1.166 1.987 -0.97
C 1.221 2.390 -0.872 -0.49
C 3.295 0.180 -0.985 -1.06
N -0.417 -2.450 0.299 -1.27
N 0.620 -1.654 0.252 0.54
Si 1.869 0.870 0.116 0.22
Br -2.622 2.096 -0.862 -0.22
H -5.007 -2.222 -0.112 0.30
H -2.720 -3.557 0.448 0.38
H -4.717 0.203 -0.603 0.32
H 2.902 2.102 2.079 0.31
H 1.418 1.193 2.652 0.34
H 2.844 0.234 2.120 0.26
H 0.097 2.279 -0.782 -0.27
H 1.281 3.446 -0.425 0.32
H 1.472 2.509 -1.909 0.35
H 2.865 0.171 -2.058 0.26
H 4.018 0.958 -0.892 0.32
H 3.760 -0.746 -0.692 0.40
H 1.416 -2.170 0.526 0.27
```

Values from the calculation:
Energy above the lowest of the compared OMol25 structures with the same formula, charge and spin ... 0.0 kcal per mole
Calculated total energy ... -3361.75684 a.u.
HOMO level (alpha / beta) ... -7.6 / -7.6 eV

***

Entry 6:
C10H13BrO2 | ωB97M-V/def2-TZVPD

XYZ file:
```
26
Properties=species:S:1:pos:R:3:mulliken_charge:R:1
C -0.711 -1.199 0.114 0.12
C -2.155 -0.872 0.115 0.57
C -0.391 1.324 0.122 -1.68
C -1.849 1.563 -0.350 -0.63
C 0.270 -0.072 0.333 2.50
C -2.731 0.342 -0.076 -0.43
C 1.529 -0.240 -0.620 0.49
C 0.778 -0.281 1.730 -1.89
C 2.801 0.430 -0.219 -1.57
C 1.549 -0.815 -1.858 -1.30
O -0.410 -2.369 -0.083 -0.68
O -2.860 -1.993 0.399 -0.67
Br -4.554 0.511 -0.404 -0.11
H 0.192 1.952 -0.384 0.62
H -0.333 1.638 1.099 0.51
H -2.247 2.363 0.183 0.46
H -1.740 1.681 -1.429 0.37
H 1.538 0.431 2.094 0.44
H 1.342 -1.329 1.887 0.31
H -0.099 -0.340 2.439 0.49
H 2.556 1.474 0.020 0.36
H 3.421 0.494 -1.069 0.47
H 3.352 -0.105 0.586 0.27
H 0.654 -1.208 -2.378 0.22
H 2.216 -0.615 -2.668 0.37
H -2.118 -2.767 0.415 0.41
```

Values from the calculation:
Energy above the lowest of the compared OMol25 structures with the same formula, charge and spin ... 30.3 kcal per mole
Calculated total energy ... -3113.24649 a.u.
HOMO level ... -8.7 eV